Molecular formula: C19H42OSi
Method: DFT, wB97M-V/def2-TZVPD

total charge: 0
SMILES: CCCCCCC[Si@@H](C)CCCCCCCCCCOC
HOMO-LUMO gap: 0.386 Ha
2S+1: 1
LUMO: 0.886 eV
maximum force: 0.260 eV/A
E: -1113.8553 hartree
HOMO level: -0.3535 Eh

Last columns: bonded neighbours and bond lengths (Å).
Positions of all 63 atoms, in Å:
1 C 4.50 3.11 1.35  C2 1.526, H22 1.091, H23 1.094, H24 1.091
2 C 4.11 2.66 -0.05  C1 1.526, C3 1.531, H25 1.094, H26 1.094
3 C 3.37 1.32 -0.10  C2 1.531, C4 1.535, H27 1.096, H28 1.095
4 C 4.04 0.19 0.70  C3 1.535, C5 1.534, H29 1.095, H30 1.093
5 C 3.65 -1.21 0.22  C4 1.534, C6 1.529, H31 1.094, H32 1.096
6 C 2.42 -1.76 0.95  C5 1.529, C7 1.533, H33 1.095, H34 1.096
7 C 1.76 -2.94 0.23  C6 1.533, Si8 1.884, H35 1.097, H36 1.096
8 Si 0.83 -2.45 -1.33  C7 1.884, C9 1.880, C10 1.883, H37 1.488
9 C 1.92 -2.43 -2.86  Si8 1.880, H38 1.092, H39 1.092, H40 1.092
10 C -0.65 -3.60 -1.57  Si8 1.883, C11 1.537, H41 1.096, H42 1.097
11 C -1.84 -3.36 -0.64  C10 1.537, C12 1.541, H43 1.094, H44 1.093
12 C -2.48 -1.96 -0.78  C11 1.541, C13 1.536, H45 1.093, H46 1.095
13 C -2.64 -1.16 0.52  C12 1.536, C14 1.544, H47 1.093, H48 1.093
14 C -1.41 -1.09 1.44  C13 1.544, C15 1.537, H49 1.093, H50 1.093
15 C -0.80 0.31 1.63  C14 1.537, C16 1.535, H51 1.097, H52 1.093
16 C -1.80 1.45 1.85  C15 1.535, C17 1.525, H53 1.095, H54 1.094
17 C -1.98 2.36 0.65  C16 1.525, C18 1.534, H55 1.095, H56 1.094
18 C -3.12 3.37 0.82  C17 1.534, C19 1.519, H57 1.094, H58 1.094
19 C -4.19 3.29 -0.26  C18 1.519, O20 1.420, H59 1.097, H60 1.095
20 O -4.69 1.97 -0.41  C19 1.420, C21 1.410
21 C -4.54 1.40 -1.69  O20 1.410, H61 1.095, H62 1.097, H63 1.090
22 H 5.31 2.51 1.77  C1 1.091
23 H 3.65 3.04 2.04  C1 1.094
24 H 4.83 4.15 1.35  C1 1.091
25 H 3.48 3.43 -0.51  C2 1.094
26 H 5.01 2.60 -0.68  C2 1.094
27 H 2.35 1.48 0.25  C3 1.096
28 H 3.28 1.00 -1.14  C3 1.095
29 H 3.74 0.28 1.75  C4 1.095
30 H 5.12 0.32 0.69  C4 1.093
31 H 4.49 -1.90 0.35  C5 1.094
32 H 3.44 -1.18 -0.85  C5 1.096
33 H 2.70 -2.05 1.96  C6 1.095
34 H 1.69 -0.95 1.06  C6 1.096
35 H 2.52 -3.69 -0.04  C7 1.097
36 H 1.07 -3.45 0.90  C7 1.096
37 H 0.35 -1.06 -1.11  Si8 1.488
38 H 2.77 -3.11 -2.78  C9 1.092
39 H 1.35 -2.73 -3.75  C9 1.092
40 H 2.31 -1.43 -3.04  C9 1.092
41 H -0.97 -3.56 -2.62  C10 1.096
42 H -0.28 -4.62 -1.41  C10 1.097
43 H -1.53 -3.52 0.39  C11 1.094
44 H -2.60 -4.12 -0.84  C11 1.093
45 H -3.48 -2.07 -1.23  C12 1.093
46 H -1.90 -1.37 -1.50  C12 1.095
47 H -2.94 -0.15 0.24  C13 1.093
48 H -3.50 -1.56 1.08  C13 1.093
49 H -0.62 -1.73 1.04  C14 1.093
50 H -1.65 -1.50 2.42  C14 1.093
51 H -0.19 0.55 0.74  C15 1.097
52 H -0.09 0.26 2.46  C15 1.093
53 H -2.78 1.04 2.13  C16 1.095
54 H -1.48 2.06 2.71  C16 1.094
55 H -1.03 2.88 0.46  C17 1.095
56 H -2.16 1.75 -0.25  C17 1.094
57 H -3.59 3.22 1.79  C18 1.094
58 H -2.74 4.40 0.81  C18 1.094
59 H -3.79 3.65 -1.21  C19 1.097
60 H -5.03 3.94 0.02  C19 1.095
61 H -4.63 2.15 -2.48  C21 1.095
62 H -3.58 0.89 -1.81  C21 1.097
63 H -5.34 0.67 -1.82  C21 1.090